{"formula": "H80O40", "method": "ωB97M-V/def2-TZVPD", "e_tot_ha": -3057.1977, "homo_lumo_gap_ha": 0.3305, "e_above_lowest_ev": 15.228, "e_lumo_ev": -0.6, "symbols": ["H", "H", "O", "H", "H", "O", "H", "H", "O", "H", "H", "O", "H", "H", "O", "H", "O", "H", "O", "H", "H", "O", "H", "H", "O", "H", "H", "O", "H", "H", "O", "H", "O", "H", "H", "O", "H", "H", "O", "H", "H", "O", "H", "H", "O", "H", "H", "O", "H", "H", "O", "H", "O", "H", "H", "O", "H", "O", "H", "H", "O", "H", "H", "O", "H", "H", "O", "H", "H", "O", "H", "H", "O", "H", "H", "O", "H", "H", "O", "H", "H", "O", "H", "H", "O", "H", "H", "O", "H", "O", "H", "H", "O", "H", "H", "H", "H", "H", "H", "O", "H", "H", "O", "H", "H", "O", "H", "H", "O", "H", "H", "O", "H", "H", "O", "H", "H", "O", "H", "H"], "xyz": [[-0.165617, 5.282580, -2.288881], [-0.674099, 4.053339, -1.754839], [0.245853, 4.483334, -1.863855], [1.312520, 3.668365, -5.843165], [0.716558, 2.573056, -4.805632], [0.675984, 3.475808, -5.141514], [4.346111, 2.135378, 4.070834], [3.597321, 1.500558, 5.082871], [4.495185, 1.658232, 4.942403], [-5.066352, -1.303708, 0.703939], [-6.566464, -0.630251, 0.638805], [-5.783700, -1.024780, 0.172511], [-0.898547, -2.514856, -3.104524], [-1.858612, -1.467670, -2.810577], [-1.782272, -2.430702, -2.835280], [5.619645, 1.820978, -0.362781], [5.490560, 2.416691, 0.465649], [4.425498, 4.138671, -2.629314], [4.679094, 4.620414, -1.814463], [3.428363, -1.413408, 5.492148], [2.117582, -1.160202, 5.921160], [2.573461, -1.636310, 5.230811], [-0.207305, -4.923364, 4.218752], [-0.992460, -3.619202, 3.709336], [-0.979623, -4.625204, 3.901791], [-0.200876, -1.603176, -4.666588], [0.822276, -0.483594, -4.085766], [0.727053, -1.289972, -4.637998], [-1.277282, 1.303063, 3.705672], [-1.864410, 0.422507, 4.705172], [-2.007378, 1.332965, 4.325270], [2.784345, 2.824668, -2.160182], [2.806442, 2.458860, -2.962964], [-2.645879, 3.561753, 1.375493], [-3.021467, 4.634155, 0.326620], [-3.364486, 4.180054, 1.102491], [3.280743, 1.087016, 2.345169], [2.438335, 0.089015, 3.063736], [2.443218, 1.078201, 2.803780], [2.599356, -1.699037, 0.683691], [1.149451, -1.032752, 1.120672], [1.899415, -1.682117, 1.339948], [3.283740, 2.515640, 0.531171], [2.060454, 1.705513, -0.162031], [2.569532, 2.671093, -0.130949], [-1.843299, 4.344167, -3.082900], [-3.049972, 3.524803, -2.798758], [-2.096094, 3.490420, -2.889109], [4.126298, -1.657003, -2.517527], [4.074905, -0.348505, -3.303898], [3.672413, -0.871666, -2.550851], [1.440106, -2.018464, -1.896649], [1.800567, -2.861127, -2.326432], [4.287162, -3.619152, -0.242746], [2.896907, -3.057587, -1.086202], [3.802061, -3.149359, -0.806472], [-0.958788, -3.375932, 0.419064], [-0.933804, -2.838113, -0.287335], [-1.588785, -0.900409, 2.258315], [-0.293561, -0.533932, 2.766200], [-1.030218, -1.021593, 3.078237], [-5.178401, 4.385397, -1.602856], [-4.518471, 3.041308, -1.638045], [-4.352731, 3.912868, -1.536705], [4.409939, -2.651676, 2.028385], [4.090246, -3.577174, 3.188033], [4.409367, -3.566789, 2.249917], [-1.871144, 3.189036, 4.121616], [-1.676174, 4.526010, 3.967575], [-1.273205, 3.768629, 3.735497], [4.606947, -0.778942, -0.372850], [3.799762, -0.185902, -1.212495], [4.091457, -0.190401, -0.119191], [-4.371729, -1.250701, 2.565080], [-4.136656, -2.347711, 1.609195], [-4.683063, -2.119754, 2.405632], [-4.023369, -3.667828, -0.820763], [-4.664565, -2.324334, -0.901076], [-3.664159, -2.692008, -0.895899], [-4.528818, -0.022964, -1.510383], [-4.193473, 0.257943, -3.079905], [-4.052597, 0.512426, -2.169446], [-0.672140, -0.086092, -1.594666], [0.767889, 0.207213, -2.548544], [0.178443, -0.265840, -2.052039], [-1.463387, -1.334866, -6.286134], [-2.150644, -2.403431, -5.075611], [-1.644764, -1.620834, -5.304214], [-3.018128, 3.299477, -5.016133], [-2.898386, 2.419279, -5.375240], [-2.145209, -2.785384, 5.127422], [-1.807673, -2.112500, 3.838399], [-2.489661, -2.328876, 4.360909], [2.155553, -2.157055, -3.112608], [5.508481, 1.726503, 1.116050], [-1.860063, -2.448959, -0.196571], [4.560784, 3.933102, -1.084191], [1.976856, 2.805682, -3.299765], [-2.045416, 2.222279, -5.015699], [-4.140629, 1.432033, 1.783940], [-3.597278, 1.433638, 2.515056], [-3.967610, 2.229406, 1.083194], [-0.885532, 3.195188, -0.054765], [-0.088469, 2.834334, 0.152447], [-0.657297, 4.097986, 0.026738], [0.939712, -2.914187, 3.645304], [1.370148, -2.431328, 2.867398], [1.521555, -2.693348, 4.335150], [0.222474, 0.545958, 1.244353], [-0.662846, 1.056282, 1.029100], [1.057590, 1.162948, 1.059593], [1.589267, -5.539464, 3.747068], [1.829761, -5.926925, 2.873289], [1.585697, -4.620979, 3.445556], [0.723547, -4.664727, -4.295006], [1.471068, -4.038466, -4.520620], [1.131422, -4.989952, -3.409211], [-2.110413, 1.157748, -0.159431], [-1.936662, 1.880018, -0.673951], [-3.141093, 0.913902, -0.123883]], "atomic_forces_ev_per_a": [[1.7, -0.4, 0.3], [2.3, -0.3, -0.1], [-3.2, 1.1, -0.9], [0.0, -0.7, 0.3], [0.4, 0.1, -0.8], [-0.4, 0.5, 0.4], [0.9, -0.6, 1.5], [-2.5, -0.7, 1.0], [1.6, 1.4, -2.4], [0.1, 0.0, 1.8], [1.8, -0.8, -0.1], [-2.2, 1.3, -2.3], [2.3, -0.8, -0.3], [-0.4, -0.2, 0.1], [-1.9, 0.6, 0.1], [-0.5, 1.7, 1.9], [0.3, -1.1, -2.6], [0.2, 0.4, 0.7], [-0.4, -1.8, 0.7], [2.9, 0.2, 0.2], [-1.1, 0.1, 0.2], [-1.4, 0.2, -0.1], [4.6, -1.2, 1.4], [0.8, -3.3, 0.7], [-6.0, 3.5, -2.2], [-0.1, 0.6, 0.0], [-0.8, -1.3, -0.9], [1.9, 0.8, 0.3], [0.3, 0.4, -0.4], [-0.8, 1.1, -0.3], [0.2, -1.8, 0.6], [0.3, 2.1, 5.7], [-0.2, -2.4, -5.0], [-0.4, 1.0, -0.2], [-0.1, -0.2, -0.1], [0.6, -0.8, 0.6], [0.5, 0.1, -0.4], [-0.4, 2.0, -0.5], [0.1, -2.3, 0.8], [0.0, 0.4, -0.4], [1.7, -1.2, -0.2], [-1.6, 0.9, 0.6], [-0.4, 0.1, -0.8], [2.4, 3.6, -0.2], [-1.9, -3.8, 0.6], [0.8, 2.9, -1.0], [-0.4, 0.1, 0.3], [-0.2, -2.9, 0.4], [1.8, -3.6, 0.5], [-0.7, -0.7, 1.2], [-0.9, 4.4, -2.3], [-0.6, -1.8, 0.2], [0.7, 5.2, -2.3], [1.5, -3.5, 3.8], [-1.2, -1.3, 0.0], [0.3, 4.5, -3.8], [0.6, -3.4, 4.1], [-1.8, 3.9, -2.8], [0.4, -0.4, 1.3], [1.9, 0.7, -0.3], [-1.4, 0.8, -2.3], [-0.4, 0.1, 0.0], [-1.2, -4.7, -0.3], [1.1, 4.4, 0.2], [-0.1, 1.2, -0.3], [0.4, -0.2, -1.2], [-0.3, -1.0, 1.6], [-1.4, -2.6, 1.2], [-1.7, 4.9, 0.9], [3.1, -2.0, -2.2], [8.2, -9.3, -2.1], [-0.1, 0.7, 3.3], [-8.1, 8.7, -0.5], [0.4, 1.6, 1.0], [-0.4, -0.6, 1.2], [0.5, -1.3, -1.9], [1.9, 2.3, -0.3], [3.1, -0.4, -0.1], [-5.6, -1.8, 0.7], [-0.3, -0.2, -0.9], [-0.4, -0.5, 0.0], [0.3, 0.8, 0.9], [1.1, 1.2, -0.7], [1.1, 3.2, -1.1], [-2.0, -3.8, 2.6], [-1.1, -1.7, 2.8], [-0.2, -0.3, -0.7], [0.6, 2.0, -2.5], [-0.3, 0.2, -0.1], [-0.7, 0.1, -0.4], [0.0, -0.3, 0.1], [3.8, 1.3, -2.4], [-4.9, -1.4, 3.7], [-1.2, -3.5, 2.2], [0.1, -0.5, 0.9], [1.6, -0.6, -1.0], [0.3, 1.4, -1.4], [-0.1, 0.3, -0.6], [0.8, -0.5, 0.3], [-2.3, 1.7, -5.4], [2.3, 0.7, 2.4], [-0.4, -2.4, 3.3], [-3.3, 0.9, 0.0], [3.8, -2.0, 0.8], [0.2, 1.9, 0.1], [0.2, 0.6, -2.9], [-0.8, -0.9, 0.8], [1.1, 0.4, 1.7], [0.4, 3.0, -1.1], [2.1, -1.3, 0.0], [-3.0, -1.8, 1.3], [1.1, -0.7, -1.5], [-0.3, -0.3, 1.1], [-0.4, 0.7, 0.5], [2.7, 0.1, 1.9], [-1.5, -0.8, 0.0], [-1.5, 0.7, -2.0], [-3.8, -5.1, 2.5], [0.0, 3.1, -2.3], [3.8, 1.0, -0.3]]}